1.
Below is 5 unconnected molecules or ions with the total composition C38H72ClF4N2O5, with properties calculated with ωB97M-V/def2-TZVPD.

Structure (XYZ):
```
122
C38H72ClF4N2O5 ωB97M-V/def2-TZVPD
C 3.98112 3.46366 4.74989
C 5.22002 3.82276 3.73504
C 4.80358 3.20583 2.24995
C 4.89027 1.54302 2.40679
C 5.10377 0.93139 0.90073
C 4.86680 -0.68693 0.76761
C 4.49498 -1.45109 2.17096
C 3.95164 -3.01704 1.94790
C 2.32614 -3.10886 1.75278
C 1.50184 -3.69353 3.04380
C 0.08691 -4.32240 2.47762
C -1.07224 -3.18823 2.16238
C -1.50498 -3.10485 0.56952
C -2.87405 -2.24991 0.28276
C -2.58840 -0.74312 -0.38460
C -1.42566 -0.05816 0.54575
C -1.88216 0.57008 2.01822
C -3.44819 0.54429 2.48571
C -4.04169 2.08880 2.24224
C -5.08549 2.18832 0.97741
Cl -5.01225 2.69967 3.74541
C -0.73936 1.21529 2.99176
C -0.91719 1.87954 4.46284
F -2.23820 1.77793 5.09949
F -0.52698 3.33842 4.46885
C 0.14134 1.07035 5.47477
F 0.19283 -0.38939 5.17990
F 1.46520 1.72434 5.58008
C 0.81379 1.22491 2.36725
C 1.15320 0.60072 0.88107
N 0.02865 -0.01998 0.03143
O 0.22288 -0.53130 -1.19655
C 1.47563 -1.31112 -1.28161
N 2.31374 -2.32054 -1.40007
H 3.72747 4.41032 5.38956
H 4.23231 2.55818 5.48584
H 2.99426 3.18537 4.13785
H 5.45225 4.97092 3.67776
H 6.14673 3.17168 4.10074
H 3.70231 3.56388 1.98114
H 5.50938 3.59320 1.39796
H 3.84666 1.24221 2.90232
H 5.79772 1.21145 3.07747
H 4.29363 1.46132 0.20302
H 6.15502 1.24541 0.44358
H 5.85645 -1.12457 0.26385
H 4.01323 -0.84733 -0.01768
H 5.51888 -1.57133 2.76564
H 3.65321 -0.92700 2.80775
H 4.36916 -3.75744 2.76416
H 4.44708 -3.35457 0.91704
H 1.91084 -2.02936 1.45800
H 2.07145 -3.79148 0.80858
H 2.14335 -4.57338 3.49153
H 1.28629 -2.88206 3.85894
H 0.24589 -4.92440 1.48004
H -0.27571 -5.10193 3.30572
H -2.04808 -3.56682 2.73623
H -0.81696 -2.14049 2.63872
H -0.56636 -2.73802 -0.02522
H -1.74106 -4.23058 0.24946
H -3.43648 -2.15199 1.32954
H -3.58110 -2.88959 -0.40248
H -3.63562 -0.17848 -0.28847
H -2.35285 -0.78668 -1.52959
H -3.59972 0.19624 3.61759
H -4.15031 -0.15409 1.84974
H -3.15655 2.85115 1.99674
H -6.12835 1.74550 1.34902
H -5.31741 3.32946 0.72006
H -4.70607 1.70130 -0.01710
H -0.35830 1.16178 6.55499
H 1.69713 1.70857 3.00807
H 2.26146 0.67852 0.50944
C -5.37575 6.56072 -2.31999
C -5.20878 5.90080 -0.96050
C -4.29774 6.71618 -0.05682
O -4.65925 4.59701 -1.13271
H -4.41202 6.64778 -2.83442
H -6.02387 5.95664 -2.96400
H -5.81138 7.55995 -2.22291
H -6.18885 5.78318 -0.48560
H -3.29582 6.80872 -0.49091
H -4.17688 6.22298 0.91368
H -4.70109 7.72004 0.10819
H -3.78880 4.69156 -1.55383
C 2.01218 -4.99358 -4.30152
C 0.90735 -5.84127 -3.69130
C -0.46231 -5.40911 -4.19003
O 0.95163 -5.72400 -2.27152
H 1.89249 -3.93877 -4.02945
H 2.99126 -5.30776 -3.92412
H 2.01484 -5.07468 -5.39288
H 1.07325 -6.89548 -3.93833
H -0.66980 -4.36911 -3.91400
H -1.24847 -6.01975 -3.73310
H -0.53388 -5.50274 -5.27804
H 0.80529 -4.79111 -2.04285
C 2.87071 5.92235 -0.57442
C 3.59611 4.67128 -1.04370
C 3.60408 4.57146 -2.56075
O 2.95521 3.52105 -0.49805
H 1.82384 5.91318 -0.89842
H 2.86208 5.97464 0.51961
H 3.34922 6.82590 -0.96465
H 4.62576 4.68084 -0.67004
H 2.58330 4.51434 -2.95519
H 4.11864 3.66006 -2.88369
H 4.10464 5.43446 -3.01053
H 2.04025 3.50429 -0.82445
C -3.36834 -5.50952 -7.37552
C -4.01513 -5.57051 -6.00091
C -5.53187 -5.59500 -6.10270
O -3.61121 -4.43624 -5.23816
H -3.66640 -4.59976 -7.90889
H -2.27705 -5.47994 -7.28636
H -3.64700 -6.37699 -7.98173
H -3.66740 -6.46321 -5.46980
H -5.90667 -4.68832 -6.59087
H -5.98398 -5.62642 -5.10554
H -5.87541 -6.46507 -6.67068
H -3.91570 -3.63879 -5.70221
```

Its spin multiplicity is 1. The calculation puts the HOMO energy at -11.8 eV. The value obtained for the energy is -77155.7751 eV. As for the LUMO energy: -5.37 eV. Its frontier orbital gap is 0.235 hartree. The charge is +1.


2.
Below is C3H7NO in the gas phase, with properties calculated with ωB97M-V/def2-TZVPD.

Structure (XYZ):
```
12
C3H7NO ωB97M-V/def2-TZVPD
O 1.62233 -1.01633 0.19203
C 1.08499 0.32198 0.05481
C -0.35380 0.18953 0.42490
C -1.31540 -0.43275 -0.47191
N -1.21387 1.09747 -0.38245
H 1.71174 -1.06388 1.16495
H 1.17294 0.62593 -0.98938
H 1.71750 0.96256 0.73811
H -0.64992 0.04566 1.48089
H -2.09641 -1.05808 -0.12480
H -0.78555 -0.88248 -1.32621
H -2.04668 1.34615 0.15053
```

Its spin multiplicity is 1. The value obtained for the energy relative to the best compared isomer or geometry (same formula, charge and spin) is 60.39 kcal/mol. The SMILES is OC[C@@H]1CN1. The calculation puts the HOMO energy at -10.0 eV. The value obtained for the energy is -6760.1315 eV. As for the LUMO energy: 0.93 eV. Its frontier orbital gap is 0.402 hartree.


3.
Below is a molecular structure, C36H37AsBrN3O3STeV, with properties calculated with ωB97M-V/def2-TZVPD.

Structure (XYZ):
```
84
C36H37AsBrN3O3STeV ωB97M-V/def2-TZVPD
V -0.21514 0.33969 0.33769
N -0.72622 0.26923 2.39473
C -0.11463 1.23210 3.32832
C -0.53824 2.65616 3.01102
C 0.12638 3.28392 1.79628
N -0.21569 2.61060 0.52947
H -1.73361 0.42893 2.34538
H -0.65225 -0.68490 2.73748
H 0.97279 1.13765 3.25479
H -0.39210 0.98940 4.35799
H -0.28732 3.27990 3.87212
H -1.62834 2.70197 2.91023
H 1.20828 3.25209 1.92134
H -0.15813 4.33993 1.75208
H 0.29872 3.07588 -0.21506
H -1.19932 2.79707 0.29819
O 1.95440 -3.03266 0.56226
S 0.92776 -2.69938 -0.43787
N 0.22206 -1.38864 -0.32770
C 4.26061 4.94739 0.72125
C 3.80552 4.41304 -0.47633
C 3.37725 3.09389 -0.53126
C 3.39552 2.29497 0.60935
C 3.85555 2.83704 1.80555
C 4.28812 4.15513 1.85981
As 2.59544 0.51704 0.53502
C 3.36712 -0.19602 -1.09418
C 2.69589 0.07770 -2.28234
C 3.17490 -0.40704 -3.49043
C 4.31970 -1.18967 -3.51293
C 4.97587 -1.49016 -2.32810
C 4.50263 -0.99636 -1.12076
C 3.55704 -0.34543 1.97526
C 2.85075 -1.17782 2.83456
C 3.49279 -1.79023 3.90120
C 4.84647 -1.57572 4.11069
C 5.55940 -0.74596 3.25534
C 4.91565 -0.12945 2.19330
H 4.59712 5.97483 0.76536
H 3.78860 5.02102 -1.37183
H 3.03889 2.68526 -1.47667
H 3.88029 2.23044 2.70508
H 4.64831 4.56179 2.79616
H 1.77584 0.65509 -2.26864
H 2.64499 -0.18726 -4.40812
H 4.69101 -1.57921 -4.45181
H 5.85492 -2.12124 -2.34095
H 5.00298 -1.26468 -0.20103
H 1.80433 -1.38129 2.64308
H 2.93729 -2.44633 4.55848
H 5.34872 -2.05660 4.94009
H 6.61609 -0.57658 3.41658
H 5.47241 0.53440 1.54136
C -2.79276 -2.64541 -0.45316
Te -2.78905 -2.68023 1.68626
C -4.84283 -2.11304 1.40080
C -5.22622 -2.67328 0.06000
C -6.55003 -2.90709 -0.29044
C -6.86635 -3.39304 -1.55031
C -5.85633 -3.64828 -2.46560
C -4.53391 -3.41828 -2.11702
C -4.21191 -2.93110 -0.85605
H -2.08382 -3.37074 -0.84292
H -2.48105 -1.64565 -0.75115
H -4.88946 -1.02340 1.38570
H -5.46515 -2.48532 2.21061
H -7.33677 -2.71241 0.42892
H -7.89923 -3.58173 -1.81333
H -6.09594 -4.02952 -3.44937
H -3.74339 -3.61801 -2.83024
Br -4.83559 -1.86521 -5.75374
C -4.20380 -0.83567 -4.29138
C -5.09241 -0.05162 -3.57710
C -4.61953 0.70415 -2.51380
C -3.28019 0.65239 -2.15191
C -2.40920 -0.15724 -2.87158
C -2.86194 -0.89488 -3.95418
C -2.76085 1.43914 -0.97471
O -2.83947 2.66387 -0.96044
O -2.23434 0.73155 -0.03341
H -6.13814 -0.02864 -3.85049
H -5.29684 1.34295 -1.96156
H -1.36780 -0.23797 -2.57817
H -2.18313 -1.51719 -4.52106
```

Its spin multiplicity is 4. The value obtained for the energy relative to the best compared isomer or geometry (same formula, charge and spin) is 6.67 kcal/mol. The calculation puts the HOMO energy (alpha / beta) at -6.9 / -7.7 eV. The value obtained for the energy is -223244.1385 eV. As for the LUMO energy (alpha / beta): 0.26 / 0.22 eV. Its frontier orbital gap (alpha / beta) is 0.263 / 0.290 hartree. Its expectation value of S² is 3.784.


4.
Below is C21H23N5 in the gas phase, with properties calculated with ωB97M-V/def2-TZVPD.

Structure (XYZ):
```
49
C21H23N5 ωB97M-V/def2-TZVPD
C -1.78246 -0.44621 4.82660
C -1.85284 -1.68430 3.97537
C -1.93709 -2.97814 4.61813
C -2.22460 -4.06173 3.82478
C -2.14750 -3.96188 2.38028
N -2.11651 -2.75078 1.81764
C -1.95553 -1.63103 2.58961
C -1.77352 -0.28209 1.90719
C -3.19789 0.08582 1.48381
C -3.35903 1.20562 0.52851
C -2.65481 0.98793 -0.68363
C -1.17672 0.61886 -0.43529
C -0.56014 0.20043 -1.78419
N -1.32203 -0.26409 -2.85079
C -0.50677 -0.49068 -3.87656
C -0.59892 -0.86993 -5.27853
C 0.49894 -0.84560 -6.07986
C 1.84179 -0.44546 -5.61859
C 1.90659 -0.00559 -4.28006
N 0.81707 -0.22498 -3.41312
C 0.77774 0.05587 -2.07278
C 1.94323 0.58609 -1.24009
C 2.81420 -0.66045 -0.95058
C 3.81334 -0.33920 0.09420
N 4.63965 -0.10601 0.94804
N -1.03594 -0.44565 0.68161
H -0.84193 0.02244 4.54550
H -2.62667 0.17231 4.48292
H -1.88487 -0.69810 5.90721
H -1.85742 -3.00970 5.72569
H -2.66760 -5.03827 4.22148
H -2.47854 -4.82993 1.77010
H -1.37962 0.43513 2.60002
H -3.63709 -0.83956 1.09543
H -3.82797 0.20404 2.37460
H -3.06954 2.12417 1.02406
H -4.41363 1.45613 0.42917
H -3.16650 0.16745 -1.24036
H -2.69402 1.85575 -1.32100
H -0.67299 1.57713 0.00865
H -1.51739 -1.16517 -5.81824
H 0.22230 -1.16116 -7.06199
H 2.73457 -0.43298 -6.25905
H 2.98675 0.30580 -4.05909
H 2.36212 1.42172 -1.87335
H 1.60951 0.96505 -0.34696
H 3.28448 -1.06400 -1.83896
H 2.15391 -1.41241 -0.54559
H -1.40230 -1.32906 0.27410
```

Its spin multiplicity is 1. The value obtained for the energy relative to the best compared isomer or geometry (same formula, charge and spin) is 74.81 kcal/mol. The SMILES is Cc1cccnc1[C@@H]1CCC[C@H](c2nc3ccccn3c2CCC#N)N1. The calculation puts the HOMO energy at -8.3 eV. The value obtained for the energy is -29598.0739 eV. As for the LUMO energy: 0.43 eV. Its frontier orbital gap is 0.320 hartree.


What did the fourth record say?
Below is C21H23N5 in the gas phase, with properties calculated with ωB97M-V/def2-TZVPD.

Structure (XYZ):
```
49
C21H23N5 ωB97M-V/def2-TZVPD
C -1.78246 -0.44621 4.82660
C -1.85284 -1.68430 3.97537
C -1.93709 -2.97814 4.61813
C -2.22460 -4.06173 3.82478
C -2.14750 -3.96188 2.38028
N -2.11651 -2.75078 1.81764
C -1.95553 -1.63103 2.58961
C -1.77352 -0.28209 1.90719
C -3.19789 0.08582 1.48381
C -3.35903 1.20562 0.52851
C -2.65481 0.98793 -0.68363
C -1.17672 0.61886 -0.43529
C -0.56014 0.20043 -1.78419
N -1.32203 -0.26409 -2.85079
C -0.50677 -0.49068 -3.87656
C -0.59892 -0.86993 -5.27853
C 0.49894 -0.84560 -6.07986
C 1.84179 -0.44546 -5.61859
C 1.90659 -0.00559 -4.28006
N 0.81707 -0.22498 -3.41312
C 0.77774 0.05587 -2.07278
C 1.94323 0.58609 -1.24009
C 2.81420 -0.66045 -0.95058
C 3.81334 -0.33920 0.09420
N 4.63965 -0.10601 0.94804
N -1.03594 -0.44565 0.68161
H -0.84193 0.02244 4.54550
H -2.62667 0.17231 4.48292
H -1.88487 -0.69810 5.90721
H -1.85742 -3.00970 5.72569
H -2.66760 -5.03827 4.22148
H -2.47854 -4.82993 1.77010
H -1.37962 0.43513 2.60002
H -3.63709 -0.83956 1.09543
H -3.82797 0.20404 2.37460
H -3.06954 2.12417 1.02406
H -4.41363 1.45613 0.42917
H -3.16650 0.16745 -1.24036
H -2.69402 1.85575 -1.32100
H -0.67299 1.57713 0.00865
H -1.51739 -1.16517 -5.81824
H 0.22230 -1.16116 -7.06199
H 2.73457 -0.43298 -6.25905
H 2.98675 0.30580 -4.05909
H 2.36212 1.42172 -1.87335
H 1.60951 0.96505 -0.34696
H 3.28448 -1.06400 -1.83896
H 2.15391 -1.41241 -0.54559
H -1.40230 -1.32906 0.27410
```

Its spin multiplicity is 1. The value obtained for the energy relative to the best compared isomer or geometry (same formula, charge and spin) is 74.81 kcal/mol. The SMILES is Cc1cccnc1[C@@H]1CCC[C@H](c2nc3ccccn3c2CCC#N)N1. The calculation puts the HOMO energy at -8.3 eV. The value obtained for the energy is -29598.0739 eV. As for the LUMO energy: 0.43 eV. Its frontier orbital gap is 0.320 hartree.